(1)
72
Properties=species:S:1:pos:R:3:forces:R:3:lowdin_charge:R:1 method="wB97M-V/def2-TZVPD" relative_energy_ev=0.0000 mol_weight_g_mol=644.4 s_squared=2.436 total_energy_ha=-2461.3853 total_charge=+4 homo_lumo_gap_ev="5.11 / 4.74" lumo_energy_ev="-13.8 / -14.3" multiplicity=3
W 0.63505 -0.64989 -0.02599 1.4617 1.7203 1.3404 1.05
P 0.53690 -2.94150 0.34587 -0.8827 -3.3316 1.0978 0.68
P 2.01812 0.03624 -1.89263 2.6740 0.7918 -2.5928 0.72
P -1.36050 -0.63370 -1.26861 -2.2573 -0.3563 -2.0388 0.67
H 0.44537 1.68363 1.37617 -0.0622 -0.1989 -0.2376 0.08
C -0.30330 0.92113 1.13969 -0.8369 -1.9872 1.1945 -0.26
C -0.37214 -0.31116 1.94120 0.6500 1.8355 0.3471 -0.21
H 0.30337 -0.40630 2.79427 -0.4074 -0.1124 -0.1617 0.07
C 1.60986 -3.69777 1.61691 0.2663 0.3180 0.1341 -0.19
C 0.97110 -3.88437 -1.16376 0.0956 0.4259 -0.3031 -0.19
C -1.07637 -3.65896 0.82538 -0.0936 0.0489 -0.0462 -0.21
C 1.99671 1.87188 -2.00160 -0.4102 0.1147 0.4021 -0.20
C 3.82535 -0.26226 -2.00833 0.0555 -0.1777 0.3082 -0.22
C 1.52823 -0.57542 -3.56045 -0.3359 -0.1891 0.0587 -0.21
C -2.86160 -0.82071 -0.23494 -0.2716 0.3169 0.2416 -0.24
C -1.70235 -1.90263 -2.53398 0.0140 -0.0871 -0.1486 -0.21
C -1.46618 0.88370 -2.28609 -0.3494 0.3427 0.1063 -0.26
H -1.23674 1.28755 0.72546 0.3255 -0.0775 0.0708 -0.03
H -1.34198 -0.80538 2.03460 0.3057 -0.0894 -0.1493 0.07
H 1.49448 -3.17688 2.57349 0.0119 -0.0946 -0.1279 0.07
H 2.66364 -3.66614 1.32314 -0.2701 -0.0805 0.1034 0.05
H 1.30643 -4.74490 1.74258 0.0085 0.2369 -0.1012 0.08
H 1.97949 -3.62389 -1.51022 -0.1411 -0.1468 0.0522 0.06
H 0.26050 -3.70038 -1.97924 0.1997 -0.1085 0.2223 0.04
H 0.95094 -4.95246 -0.90265 0.0157 0.2620 -0.0251 0.09
H -1.42938 -3.20284 1.75825 0.0748 -0.1504 -0.1579 0.07
H -0.91661 -4.73242 0.99851 -0.0941 0.2613 -0.0537 0.08
H -1.83924 -3.54020 0.04808 0.2177 -0.0944 0.1762 0.04
H 2.53144 2.17647 -2.91587 -0.1797 -0.2035 0.2723 0.09
H 2.52162 2.28289 -1.12633 -0.1060 -0.0813 -0.2738 0.07
H 0.97538 2.27353 -2.02341 0.3309 -0.0324 -0.0559 0.04
H 4.21347 0.22444 -2.91502 -0.2320 -0.0927 0.2415 0.08
H 4.02779 -1.33811 -2.07711 0.0213 0.2362 -0.0449 0.06
H 4.34466 0.14484 -1.13343 -0.0937 -0.0707 -0.2125 0.06
H 2.28534 -0.22834 -4.28059 -0.2082 -0.0709 0.2763 0.09
H 0.54500 -0.21923 -3.88724 0.3927 -0.1592 0.0403 0.03
H 1.52460 -1.67492 -3.56006 0.0575 0.2715 -0.0710 0.06
H -3.72006 -0.87783 -0.92044 0.2012 0.0193 0.1686 0.09
H -3.02523 0.03010 0.44125 0.1240 -0.4444 -0.2041 -0.01
H -2.83225 -1.74005 0.36296 0.0851 0.2452 -0.2941 0.04
H -2.66423 -1.62981 -2.99379 0.2716 -0.1486 0.0497 0.09
H -1.79824 -2.90066 -2.09157 -0.0180 0.2356 -0.1364 0.05
H -0.93026 -1.91301 -3.31137 -0.2097 -0.0657 0.1528 0.05
H -2.47920 0.94408 -2.71288 0.3166 0.0568 0.0632 0.07
H -0.74159 0.84486 -3.10956 -0.3460 -0.0616 0.3093 0.03
H -1.27244 1.79709 -1.70672 -0.0981 -0.3006 -0.1977 0.01
C -4.48189 3.67526 0.34053 -0.0085 0.4678 0.2874 -0.52
C -4.63857 4.83213 -0.44858 -0.7450 1.4924 -0.2800 -0.01
C -5.41712 5.88297 0.03916 1.2947 -0.5692 -1.9108 0.04
C -6.05688 5.76974 1.27948 -0.3936 0.7553 0.2029 0.09
C -5.96140 4.58844 2.02047 0.6755 -2.2444 0.5109 0.04
C -5.18835 3.53434 1.54391 -1.0747 0.6945 1.2475 -0.03
S -3.43093 2.37955 -0.16859 0.6896 0.0462 -0.1958 0.93
H -2.27505 2.73461 0.49615 -1.0303 0.2634 -0.2231 -0.04
H -4.14490 4.87949 -1.42236 -0.1910 0.1589 0.3632 0.13
H -5.53140 6.79127 -0.55409 0.0456 -0.2305 0.1936 0.15
H -6.63622 6.60417 1.66301 -0.0217 -0.0525 -0.0367 0.16
H -6.48674 4.47521 2.96260 0.0159 0.1138 -0.0800 0.15
H -5.10420 2.59675 2.08507 -0.0939 0.2339 0.0659 0.13
N 5.94942 -0.70085 3.49079 -1.2540 0.1156 -0.8514 0.22
C 4.83489 -0.62130 2.72264 1.7453 -0.2153 1.1653 -0.26
C 3.76941 0.23278 3.05224 -1.2936 0.7274 -0.3082 0.05
C 2.66328 0.31138 2.22421 0.9793 -0.3686 0.7909 -0.11
N 2.48723 -0.51287 1.15281 0.0108 -0.0296 -0.5560 -0.17
C 3.51630 -1.36238 0.84631 0.9738 0.2720 0.6492 -0.20
C 4.69964 -1.40156 1.56011 -0.8352 -0.5816 -1.0335 0.03
H 6.04485 -0.15200 4.33194 0.0204 0.0086 -0.0285 0.14
H 6.71859 -1.30848 3.24615 -0.0799 0.0424 0.0210 0.14
H 3.79395 0.85315 3.94683 0.1105 -0.0615 -0.2597 0.14
H 1.87444 1.02868 2.44613 0.3251 -0.2802 0.0412 0.10
H 3.37748 -2.03133 -0.01086 0.0866 0.3942 0.3287 0.09
H 5.49926 -2.06946 1.24002 -0.2246 0.1218 0.1005 0.15

(2)
78
Properties=species:S:1:pos:R:3:forces:R:3:lowdin_charge:R:1 method="wB97M-V/def2-TZVPD" mol_weight_g_mol=501.5 total_energy_ha=-1937.6486 total_charge=0 homo_lumo_gap_ev=8.34 lumo_energy_ev=-0.1
C 0.32565 2.13905 -4.82612 -0.1322 0.0493 -0.3945 -0.03
C -0.72760 3.21364 -4.85621 0.0484 -0.5208 0.2330 -0.21
C -2.03552 2.84011 -4.39598 0.0277 0.1146 -0.0017 0.02
C -3.09891 3.68679 -4.35065 -0.3789 0.0398 0.2868 -0.03
B -4.52737 3.21684 -3.90187 0.0977 0.3405 -0.2094 -0.54
O -4.61792 2.43551 -2.77166 0.5318 -0.3772 -0.2791 0.17
N -5.70257 3.61392 -4.67575 -0.4042 -0.4777 0.3347 -0.13
C -6.10067 2.62110 -5.67939 0.5159 0.3722 -0.3408 -0.07
C -6.81931 4.05415 -3.83864 0.2973 0.1653 -0.1477 -0.09
C -2.85387 5.02893 -4.77246 0.2869 -0.0122 -0.1995 -0.31
N -3.73092 6.03406 -4.79480 -0.0583 0.1026 0.0537 -0.22
S -2.94754 7.31401 -5.35602 -0.0253 0.0223 0.0005 1.00
N -1.48827 6.69556 -5.59878 0.0880 0.1387 -0.0021 -0.24
C -1.55101 5.41577 -5.22941 -0.2763 -0.2228 0.0556 -0.31
C -0.47189 4.47703 -5.27554 0.1702 0.5533 -0.2254 -0.17
C 0.85726 4.96172 -5.78867 -0.4082 -0.0907 -0.2170 -0.03
H -0.10367 1.21578 -5.21417 0.0581 -0.1486 0.1442 0.09
H 0.68119 1.95139 -3.81436 0.0334 -0.0603 0.0449 0.07
H 1.17683 2.38232 -5.45859 0.0576 0.0173 0.1255 0.07
H -2.18279 1.81163 -4.08605 0.0638 -0.0432 0.0590 0.12
H -5.26712 1.72971 -2.85369 -0.4188 0.3106 0.2674 0.11
H -5.89773 1.58334 -5.38471 -0.2611 -0.0906 0.0835 0.08
H -5.54805 2.79053 -6.60679 0.0329 -0.0436 -0.0314 0.09
H -7.15617 2.73247 -5.91688 -0.0796 -0.0628 0.0702 0.08
H -7.57453 4.51503 -4.47536 -0.1459 -0.1302 0.0007 0.09
H -7.26898 3.26125 -3.22981 -0.1508 -0.0311 -0.0036 0.08
H -6.46518 4.84340 -3.17521 -0.0071 -0.0507 0.1162 0.09
H 1.51525 5.23106 -4.96436 0.1609 -0.0072 -0.0347 0.09
H 0.68455 5.83800 -6.40816 0.1329 0.1439 0.0880 0.07
H 1.32637 4.21096 -6.42149 0.1685 -0.0279 0.1395 0.07
C 5.16512 -2.44233 -0.18278 -0.0543 -0.0569 0.0042 -0.12
O 3.92204 -2.58120 0.47397 0.0806 0.0784 -0.0810 -0.19
C 3.68603 -1.62068 1.49716 -0.1084 -0.0982 0.1804 -0.21
C 2.56378 -0.68303 1.11486 -0.0269 0.0368 -0.1754 -0.22
N 2.95413 0.19545 0.02069 -0.0536 -0.1149 -0.0112 -0.05
C 1.86201 0.97292 -0.55377 0.1563 0.0556 -0.0163 -0.20
C 0.72767 0.22107 -1.24044 -0.1641 0.1385 -0.0013 -0.23
O 1.10579 -0.43648 -2.43569 0.0386 -0.0413 0.0287 -0.19
C 1.65189 -1.73224 -2.27662 -0.0149 0.0375 -0.1476 -0.10
H 5.28435 -3.30496 -0.83606 -0.0190 -0.0074 0.0009 0.09
H 5.21052 -1.53353 -0.79336 0.0498 0.0274 0.0419 0.08
H 5.99295 -2.42742 0.53258 0.0229 0.0199 -0.0104 0.09
H 4.59779 -1.06203 1.72666 0.0058 0.0384 -0.0660 0.12
H 3.39110 -2.16768 2.39730 0.0293 0.0064 0.0097 0.12
H 2.29977 -0.07414 1.98484 -0.0159 0.0111 -0.0020 0.12
H 1.69097 -1.30153 0.85964 -0.0201 -0.0295 0.1244 0.10
H 3.37523 -0.36239 -0.71104 0.0263 0.0097 0.0008 0.07
H 2.29928 1.65190 -1.29046 -0.0280 0.0258 0.0045 0.12
H 1.43167 1.59818 0.23510 -0.0208 -0.0199 0.0187 0.12
H -0.02038 0.96328 -1.53408 -0.0101 -0.0173 -0.0105 0.12
H 0.22181 -0.48048 -0.56610 0.0850 -0.0498 0.0159 0.11
H 1.22632 -2.24713 -1.41137 0.0286 0.0016 0.0319 0.09
H 2.74107 -1.70813 -2.17920 -0.0065 -0.0380 0.0895 0.07
H 1.41285 -2.30085 -3.17548 -0.0254 0.0072 0.0036 0.09
C 1.05991 -6.31629 5.14011 -0.0723 0.0229 -0.0219 -0.12
O 0.01801 -5.60906 5.78143 0.1291 -0.0025 -0.0301 -0.20
C 0.12366 -5.55890 7.19861 -0.1842 -0.0217 0.0891 -0.22
C 0.40064 -4.14955 7.67225 0.1118 0.0747 -0.1210 -0.22
N 1.74064 -3.72276 7.29441 -0.1110 0.0353 -0.0594 -0.05
C 2.01502 -2.30702 7.51418 0.1273 -0.1044 -0.0128 -0.20
C 1.20533 -1.28759 6.72140 0.0071 0.1588 0.1209 -0.23
O 1.46723 -1.29557 5.33107 -0.0542 -0.0394 -0.0449 -0.18
C 0.72051 -2.22737 4.57206 0.1616 0.0734 -0.1079 -0.10
H 0.79418 -6.39999 4.08788 -0.0160 0.0140 -0.0004 0.09
H 2.02094 -5.79551 5.21658 0.0265 -0.0517 0.0397 0.08
H 1.17070 -7.32272 5.55483 0.0304 -0.0080 0.0002 0.09
H 0.89548 -6.24682 7.55579 0.0589 0.0392 -0.0214 0.12
H -0.83576 -5.88487 7.61006 0.0089 -0.0254 -0.0084 0.12
H 0.31234 -4.11619 8.76227 -0.0004 0.0186 0.0083 0.12
H -0.38199 -3.50208 7.25258 -0.0713 -0.0328 0.0729 0.11
H 1.88539 -3.93332 6.31541 0.0226 -0.0169 0.0017 0.07
H 3.06967 -2.14097 7.28163 0.0020 0.0307 0.0227 0.12
H 1.88925 -2.09251 8.58041 -0.0350 -0.0006 0.0068 0.12
H 1.49922 -0.29543 7.07330 -0.0035 0.0066 -0.0204 0.12
H 0.12765 -1.37845 6.90406 0.0003 -0.0910 -0.0335 0.11
H -0.27221 -2.39976 4.99560 0.0071 -0.0317 0.0358 0.09
H 1.24529 -3.18309 4.48100 -0.1143 -0.0643 0.0224 0.07
H 0.60557 -1.81585 3.56837 -0.0118 0.0223 0.0117 0.08

(3)
82
Properties=species:S:1:pos:R:3:forces:R:3:lowdin_charge:R:1 method="wB97M-V/def2-TZVPD" relative_energy_ev=1.0127 mol_weight_g_mol=1203.6 total_energy_ha=-27056.1541 total_charge=0 homo_lumo_gap_ev=10.17 lumo_energy_ev=0.1 smiles="CCOC(C)=O.CCOC(C)=O.CCOC(C)=O.BrCCBr.BrCCBr.BrCCBr.BrCCBr.BrCCBr"
C 3.79126 -3.14933 -3.60379 0.8709 0.2159 0.1695 -0.06
C 5.12335 -4.01925 -3.50437 -2.2083 1.1979 -0.8385 -0.16
O 5.98029 -3.46890 -4.51776 -0.0571 0.4226 0.1093 -0.01
C 7.01264 -4.22018 -4.84617 2.0252 -3.0775 0.8841 -0.54
C 7.83469 -3.70755 -5.98126 -0.8070 1.9243 -0.6424 0.02
O 7.29505 -5.27916 -4.27983 -0.7301 1.5325 -0.5565 0.07
H 3.06789 -3.41241 -2.83203 0.0977 -0.1211 -0.0618 0.07
H 3.27589 -3.00481 -4.55331 0.1206 -1.3981 -0.4135 0.07
H 4.01125 -2.08618 -3.50676 0.6132 0.0517 0.9006 0.06
H 5.53316 -3.89425 -2.50211 0.2477 -0.0875 -0.1866 0.12
H 4.99380 -5.07392 -3.74726 -0.2118 0.0891 0.3109 0.12
H 8.91399 -3.60031 -5.87310 -0.1877 -0.6556 0.5035 0.09
H 7.45975 -2.69049 -6.09577 0.1905 0.2685 -0.4035 0.08
H 7.59967 -4.19292 -6.92851 0.0347 -0.3622 0.2261 0.09
C 2.98838 4.47870 -6.00778 1.6633 -1.6508 0.1687 -0.08
C 2.62697 5.74681 -6.62070 -2.0257 2.9198 -0.8049 -0.24
O 3.34625 6.18388 -7.80817 0.5749 -1.0831 -0.2599 -0.02
C 2.92307 7.26878 -8.48157 0.6658 1.2028 -0.4509 -0.51
C 3.90497 7.61879 -9.63223 0.9740 -0.3356 0.3860 0.01
O 1.98571 7.96942 -8.18360 0.2209 -0.7832 0.0579 0.10
H 4.01159 4.51542 -5.63389 0.1635 -0.1575 -0.0521 0.08
H 2.91418 3.63603 -6.69516 0.0550 0.0452 -0.1675 0.08
H 2.38473 4.19404 -5.14600 -0.3269 0.5350 -0.0944 0.09
H 1.57756 5.73662 -6.91524 -0.1565 0.0128 0.0610 0.12
H 2.73105 6.60483 -5.95657 -0.0823 -0.2036 0.4356 0.13
H 4.93677 7.45784 -9.31987 -0.0153 -0.5307 0.4937 0.07
H 3.99975 8.66399 -9.92665 -1.1557 0.0529 0.1292 0.08
H 3.83675 6.99492 -10.52343 -0.5557 -0.0251 0.0972 0.08
C -0.59795 1.91459 1.72018 0.4416 -0.1244 -0.3714 -0.07
C -1.72795 1.69301 0.68034 2.5282 0.3735 0.6337 -0.25
O -2.77715 0.97988 1.21525 -2.7033 -2.4079 1.3060 -0.04
C -2.69894 -0.38166 1.51590 2.4142 1.1016 -0.0038 -0.47
C -3.98688 -1.05123 1.90423 0.9435 0.0364 -0.5917 0.02
O -1.63805 -0.98528 1.45605 -1.4093 0.8132 -0.2252 0.08
H 0.36419 2.21036 1.30196 -0.1680 0.2445 -0.7501 0.07
H -0.31540 0.95611 2.15559 -0.4939 0.1517 0.5263 0.07
H -0.80639 2.71816 2.42652 -0.3770 -0.4328 0.3287 0.07
H -2.14273 2.66814 0.42506 0.0325 -0.2704 -0.5559 0.12
H -1.29477 1.11490 -0.13590 -0.1345 0.3737 -0.4194 0.12
H -4.31956 -1.39332 0.92423 -0.8153 0.1044 0.0667 0.10
H -4.69333 -0.42647 2.45076 0.0547 -0.1802 -0.2758 0.09
H -3.66773 -1.96283 2.40943 -0.3134 0.2172 0.3369 0.09
Br 5.89890 -4.08279 6.11699 -0.2997 1.3669 0.6980 0.57
C 5.37712 -2.39692 7.08431 -1.3393 0.6223 0.1691 -0.63
C 3.83514 -2.21433 6.98677 -0.0182 0.2891 -0.0601 -0.59
Br 3.11651 -0.28208 7.32862 0.9698 -1.7160 -0.0511 0.47
H 5.86611 -1.48537 6.74071 0.3337 -0.5535 -0.5942 0.05
H 5.61910 -2.48786 8.14321 0.2318 -0.4189 -0.2280 0.05
H 3.37316 -2.87338 7.72184 -0.2530 0.3917 -0.0490 0.05
H 3.40002 -2.40951 6.00664 0.3709 0.0209 0.1132 0.03
Br -4.43871 -2.39976 8.53130 -0.6083 0.8979 0.4112 0.52
C -5.69467 -0.79914 8.58173 2.1441 0.7234 -0.9930 -0.58
C -4.85807 0.45554 8.02508 -0.7172 -1.3137 0.2477 -0.70
Br -6.09115 1.77387 7.33305 -0.3062 0.0850 -0.2525 0.60
H -6.07854 -0.64939 9.59084 -0.0040 -0.2364 -0.2985 0.06
H -6.40565 -1.12338 7.82181 -0.1849 0.4261 0.4517 0.03
H -4.22532 0.09340 7.21478 -0.2120 0.2122 -0.0209 0.03
H -4.25251 1.06877 8.69242 -0.1061 -0.7975 0.4473 0.04
Br -0.54714 10.34145 3.39947 -0.7821 -0.9385 0.1960 0.57
C -1.42486 8.66750 4.01749 0.3122 -0.8489 -0.2791 -0.71
C -0.71665 8.10011 5.20920 -0.1026 1.2160 0.1143 -0.67
Br -1.08939 9.35424 6.71943 0.5900 -1.0029 -0.3095 0.56
H -1.19224 7.86137 3.32170 -0.3402 0.5202 -0.9331 0.06
H -2.50347 8.72858 4.16236 0.2030 0.6058 -0.2274 0.06
H 0.31552 8.06092 4.86109 0.3294 0.1731 1.0896 0.06
H -1.05218 7.08530 5.42298 -0.2104 0.2729 0.3506 0.07
Br -3.79685 -8.68388 4.64133 -0.0481 0.0192 -0.4269 0.62
C -5.08236 -10.09480 5.06413 0.2553 0.3642 0.0372 -0.72
C -5.02214 -10.17155 6.57882 0.4603 -1.2435 -0.4842 -0.70
Br -6.23884 -11.67866 7.02609 0.0674 0.8021 0.3634 0.59
H -4.78546 -11.00153 4.53708 0.3324 0.0468 0.4200 0.05
H -6.05174 -9.84278 4.63416 0.0600 0.3906 0.4154 0.06
H -5.10124 -9.20840 7.08300 -1.1137 -0.2439 0.0156 0.06
H -4.05478 -10.53774 6.92264 -0.0136 -0.1330 -0.3403 0.04
Br -3.39760 0.00183 -6.31331 -0.0622 -0.6117 -0.0418 0.60
C -4.61229 -1.10942 -7.37192 -0.6474 1.4574 -1.4466 -0.74
C -5.76918 -1.63561 -6.58267 -0.1603 -0.3246 -0.3668 -0.66
Br -7.11174 -2.33063 -7.87072 0.4585 -0.1824 0.2738 0.59
H -4.12325 -1.78300 -8.07564 0.3906 -0.3812 0.8350 0.07
H -5.04743 -0.38093 -8.05607 0.1100 0.1816 0.0242 0.03
H -6.35378 -0.81940 -6.15825 0.5139 -0.3073 0.5558 0.05
H -5.44027 -2.43567 -5.91948 -0.6016 0.1686 0.1682 0.06